Entry 1:
The following is a DFT calculation (ωB97M-V/def2-TZVPD) of 20 unconnected molecules or ions with the total composition C12H64O26.

```
102
Properties=species:S:1:pos:R:3:forces:R:3:lowdin_charge:R:1
O 2.144853 -3.440137 -0.984922 0.1061 0.2273 0.0009 -0.034
H 2.146853 -3.485137 -0.020922 0.3938 0.8761 0.7028 0.011
H 1.799853 -4.297137 -1.148922 -0.5056 -1.3169 -1.0724 0.056
O -2.059147 0.238863 3.172078 -2.8109 1.8669 0.9094 -0.017
H -1.179147 0.023863 3.051078 3.2452 -1.0931 -0.4057 -0.032
H -2.042147 1.107863 3.632078 -0.2753 -0.8610 -0.4271 0.102
O -5.310147 -0.501137 0.581078 -2.2402 0.5203 -0.5578 -0.028
H -4.791147 -0.935137 -0.069922 1.2565 -0.8318 -1.3651 0.007
H -6.191147 -0.509137 0.146078 0.6316 0.2343 0.7080 0.115
O -2.380147 -3.581137 -2.317922 -1.8125 -2.0213 0.8446 -0.055
H -1.663147 -2.998137 -2.482922 1.1199 1.1970 -0.1607 -0.037
H -3.208147 -3.091137 -2.169922 0.6751 0.3249 -0.4169 0.024
O 2.046853 -2.868137 1.587078 0.2850 0.4181 -0.5375 -0.028
H 2.580853 -2.641137 2.335078 1.1638 0.8113 0.5168 0.049
H 1.582853 -3.612137 1.942078 -1.4213 -1.5041 0.1979 0.013
O -4.787147 -0.804137 3.059078 -0.2226 -0.1691 1.5431 -0.072
H -4.971147 -0.697137 2.131078 -0.1670 -0.0073 -0.4502 -0.056
H -3.888147 -1.129137 3.124078 0.1532 0.2929 -0.0616 -0.033
O -2.047147 1.524863 -1.671922 -0.6514 -0.9450 -0.7745 -0.060
H -2.295147 1.441863 -0.743922 -0.6758 0.0583 0.3930 -0.017
H -1.239147 2.011863 -1.602922 1.0510 0.8323 0.0055 -0.021
O 0.019853 -4.501137 2.366078 0.3336 -0.4861 -0.5683 -0.079
H -0.673147 -4.473137 1.677078 0.2920 0.1817 0.5291 0.016
H -0.092147 -3.770137 3.009078 -0.4276 -0.0518 -0.1275 -0.019
O 2.861853 -0.854137 -1.152922 -0.2995 0.7474 0.1683 -0.010
H 3.809853 -0.874137 -1.178922 0.7083 -0.0362 -0.0437 0.059
H 2.583853 -1.767137 -1.148922 -0.2362 -0.7761 -0.0350 -0.003
O -2.246147 -4.311137 0.672078 1.0392 0.5901 1.8917 0.012
H -2.839147 -5.014137 0.605078 -1.4435 -2.4832 0.6627 0.056
H -2.416147 -3.975137 -0.172922 0.4197 1.8866 -2.8339 0.005
O -3.301147 1.403863 0.763078 1.2302 0.8486 0.2445 -0.025
H -2.825147 0.863863 1.399078 0.3888 0.1182 0.6421 -0.001
H -4.030147 0.836863 0.603078 -1.6392 -0.5342 -0.4984 -0.013
O -0.428147 -2.658137 4.209078 0.6217 0.3384 0.0420 -0.045
H -1.333147 -2.598137 3.859078 -0.3193 0.2716 -0.1526 0.000
H -0.487147 -3.278137 4.928078 0.0143 -0.3192 0.6208 0.060
O -2.744147 -2.689137 2.944078 0.3137 -0.1945 -0.3357 -0.042
H -2.672147 -3.211137 2.124078 0.0145 -0.2104 -0.0492 0.036
H -3.417147 -3.126137 3.464078 -0.4851 -0.0553 0.1691 0.090
O -3.761147 -1.317137 -1.745922 -2.3747 -0.1014 -1.5363 -0.044
H -3.718147 -0.608137 -2.411922 0.5097 -0.2106 0.8202 0.084
H -3.041147 -1.328137 -1.139922 1.5078 0.6989 0.8932 -0.023
C 1.522853 3.081863 2.426078 -1.5150 -1.1738 0.3799 -0.204
C 0.780853 4.399863 2.633078 -1.0038 1.2059 -0.3345 -0.215
O 0.410853 4.617863 3.983078 -0.2745 -0.3942 0.5950 -0.070
O 1.820853 2.960863 1.079078 1.5724 -0.4547 -1.4693 -0.125
H 0.981853 2.149863 2.589078 -1.5282 0.3501 0.8080 0.113
H 2.354853 2.802863 3.024078 1.3887 1.2218 0.8678 0.111
H -0.150147 4.467863 1.979078 1.0960 -0.6706 0.5282 0.138
H 1.355853 5.296863 2.349078 0.4355 -0.7690 -0.3658 0.126
H -0.067147 5.459863 4.031078 0.2464 -0.4301 -0.0501 0.094
H 2.535853 2.291863 0.969078 -0.1729 0.7822 -0.2117 0.083
C 3.329853 -0.062137 2.145078 1.6673 0.6749 -0.6017 -0.249
C 4.609853 0.445863 1.544078 1.0659 -1.0876 -0.7876 -0.245
O 4.268853 1.618863 0.883078 -0.0550 1.2693 -0.0758 -0.042
O 3.749853 -0.923137 3.159078 -1.7214 -1.3225 1.4610 -0.046
H 2.782853 -0.501137 1.303078 -0.4623 -0.0797 0.6382 0.099
H 2.878853 0.818863 2.572078 -0.7539 0.1436 0.0792 0.106
H 4.995853 -0.230137 0.802078 -0.2255 -0.9625 -0.7268 0.105
H 5.506853 0.436863 2.178078 -0.6363 0.9812 0.8382 0.135
H 5.001853 1.915863 0.345078 0.0442 0.2763 -0.2195 0.116
H 2.992853 -0.992137 3.788078 0.9291 -0.0708 -0.4794 0.123
C 0.170853 4.369863 -1.493922 0.2415 -0.6907 -1.5132 -0.248
C 0.568853 5.542863 -0.682922 -0.4736 -0.0669 0.4058 -0.280
O 1.811853 5.344863 -0.068922 0.3064 -0.6305 0.4871 -0.079
O -0.129147 3.235863 -0.701922 -0.7548 0.5603 -0.5390 -0.094
H 1.034853 4.226863 -2.203922 -0.6529 -0.4768 0.4840 0.131
H -0.721147 4.558863 -2.116922 0.2499 0.1148 0.3498 0.134
H -0.240147 5.681863 0.055078 0.1985 0.5624 -0.0853 0.118
H 0.681853 6.359863 -1.378922 -0.1884 0.6898 0.0949 0.119
H 1.808853 4.443863 0.360078 0.2799 1.1033 -0.5848 0.039
H 0.674853 2.925863 -0.287922 0.4176 -0.3320 0.0963 0.027
C -0.081147 -0.003137 0.737078 -0.9065 -2.1118 0.4895 -0.186
C -0.723147 -0.986137 -0.219922 0.5737 1.7672 -0.4004 -0.178
O -2.036147 -1.313137 0.255078 0.1307 -0.1239 -1.2352 -0.062
O 0.172853 -0.803137 1.883078 -0.1131 0.9025 1.6401 -0.091
H -0.750147 0.786863 1.022078 -0.5952 0.2649 0.1106 0.108
H 0.778853 0.495863 0.407078 1.4883 0.3045 -0.8725 0.078
H -0.096147 -1.861137 -0.329922 0.1187 -0.4913 0.2960 0.108
H -0.666147 -0.511137 -1.215922 -1.2631 -0.3937 0.3522 0.110
H -2.078147 -1.456137 1.204078 0.4649 0.2103 0.2734 0.066
H 0.496853 -1.678137 1.649078 0.4455 0.0285 -0.2001 0.046
C 1.520853 1.309863 -2.925922 0.8229 1.0087 1.4796 -0.215
C 2.821853 1.140863 -3.684922 -0.8845 -0.4989 0.6193 -0.254
O 2.391853 0.790863 -4.946922 1.4259 -0.8484 -2.3072 -0.049
O 1.841853 1.618863 -1.578922 -0.7314 1.2352 -0.0080 -0.085
H 0.831853 0.466863 -3.010922 0.3863 -0.3801 0.0729 0.102
H 0.944853 2.158863 -3.341922 0.3957 -0.0702 0.2434 0.133
H 3.436853 0.334863 -3.287922 -0.3450 -0.4555 0.0985 0.103
H 3.521853 1.976863 -3.622922 -0.5586 0.6931 -0.2981 0.124
H 1.506853 1.074863 -5.126922 -0.6169 0.4709 -0.0286 0.073
H 2.171853 0.851863 -1.127922 0.3250 -0.9993 -0.1084 0.018
C -1.329147 -1.178137 -4.496922 0.4446 -1.1672 0.4097 -0.233
C 0.048853 -1.833137 -4.209922 -1.5091 -0.3938 0.2683 -0.159
O -0.071147 -2.205137 -2.805922 0.2374 0.2894 -1.3198 -0.110
O -1.473147 -0.791137 -5.847922 0.5699 0.4372 0.1500 -0.045
H -1.452147 -0.369137 -3.741922 -0.0648 -0.1399 -0.6210 0.117
H -2.075147 -1.962137 -4.317922 0.0503 0.1810 0.4007 0.111
H 0.827853 -1.130137 -4.348922 0.8982 0.8147 -0.0313 0.077
H 0.302853 -2.702137 -4.839922 -0.5449 0.1637 0.1776 0.135
H 0.779853 -2.550137 -2.546922 0.4178 -0.2487 0.4912 0.059
H -2.392147 -0.931137 -6.060922 -0.2507 0.0948 -0.3067 0.080
```
Forces are in eV/Å.

Values from the calculation:
* HOMO-LUMO gap: 9.169 eV
* electronic energy: -66715.012 eV
* HOMO energy: -0.3376 Ha
* net charge: 0
* LUMO energy: -0.02 eV
* relative energy (zero: lowest compared OMol25 entry of this formula, charge and spin): 0.0 kcal/mol
* spin multiplicity: 1

Entry 2:
The following is a DFT calculation (ωB97M-V/def2-TZVPD) of a molecular structure, C12H6Cl3FIrN19.

```
42
Properties=species:S:1:pos:R:3:forces:R:3:lowdin_charge:R:1
Ir 0.337838 -0.813333 -0.218308 -0.8246 -0.1267 0.1687 1.006
N 2.474678 -1.729509 2.201295 0.1271 0.0984 -0.0199 0.152
C 2.177277 -2.672819 1.231712 -0.2068 0.0452 -0.1902 -0.390
N 2.602726 -3.931990 1.084956 0.5116 0.3883 0.8215 0.049
N 2.000244 -4.429424 0.036982 -0.1840 -0.4783 -0.4211 0.018
N 1.210041 -3.474160 -0.426142 -0.3277 -0.3952 -0.6194 -0.117
N 1.292346 -2.381254 0.294138 0.1701 0.5738 0.4447 -0.127
C 1.905712 -0.465169 2.296564 0.1721 -0.4118 0.1917 -0.403
N 2.223869 0.344603 3.310135 -0.0300 0.2250 0.0237 0.052
N 1.429645 1.388020 3.210891 -0.1242 -0.1689 -0.1674 0.059
N 0.677287 1.207786 2.141687 0.1274 -0.0430 0.3876 -0.105
N 0.963261 0.055600 1.521299 0.1073 0.1780 -0.2927 -0.039
H 3.287465 -1.863682 2.775512 0.0049 -0.0699 -0.0196 0.133
N -0.687847 0.856837 -3.122544 0.0242 -0.1911 0.1846 0.131
C -1.435786 1.004000 -1.993524 0.2703 0.1135 -0.1549 -0.439
N -2.688889 1.479902 -1.972460 -0.0210 0.0745 -0.0159 0.050
N -2.998966 1.579966 -0.683354 0.0087 0.0404 0.0320 0.022
N -1.999004 1.165964 0.006175 0.0713 -0.0419 -0.0565 -0.104
N -0.980753 0.778481 -0.762435 -0.1886 -0.4744 -0.1448 -0.050
C 0.706346 0.741351 -3.122537 -0.0861 -0.0593 0.0269 -0.530
N 1.435067 0.880382 -4.219212 -0.0946 0.2977 0.0198 -0.023
N 2.700122 0.745131 -3.775710 -0.0234 -0.4867 0.1024 -0.158
N 2.699392 0.491467 -2.500270 0.1354 0.3940 -0.1035 -0.134
N 1.434350 0.505207 -2.039425 0.1764 0.0625 -0.2582 -0.083
H -1.159280 0.818979 -4.006284 -0.0099 0.0965 -0.0076 0.126
Cl -0.667691 -5.863980 -1.364736 0.0365 0.1001 -0.0382 0.494
C 0.004820 -4.503881 -2.358145 0.0663 -0.2316 0.0059 -1.513
Cl 1.520177 -5.113855 -3.114112 -0.0802 0.0696 0.0463 0.520
Cl -1.145692 -4.132564 -3.632206 -0.0400 0.0298 -0.0245 0.570
C 0.257113 -3.291127 -1.509852 0.0917 0.1153 0.0654 -0.636
N -0.299241 -2.166857 -1.596388 0.0936 0.1983 0.0419 -0.055
F -3.686057 4.434239 2.462063 -0.0004 -0.0062 0.0012 0.008
C -2.630470 3.620228 2.158793 0.0596 -0.0104 -0.0262 -0.327
C -2.837406 2.277739 2.149581 0.0226 0.0008 0.0266 -0.045
C -1.760272 1.416716 1.680398 -0.0252 -0.0265 -0.0218 -0.160
C -0.449424 2.029585 1.853320 -0.0322 0.1575 0.0022 -0.219
C -0.293236 3.399027 1.868749 0.0464 -0.1129 0.0073 -0.064
C -1.395115 4.239640 1.939702 -0.0365 0.0991 0.0121 -0.073
H -3.815431 1.873608 2.367790 0.0122 -0.0154 0.0020 0.099
H -1.814139 0.379786 1.998725 0.0129 -0.0166 -0.0280 0.112
H 0.711951 3.803570 1.877315 -0.0079 0.0170 0.0007 0.106
H -1.307029 5.315785 1.949855 -0.0054 -0.0085 -0.0049 0.086
```
Forces are in eV/Å.

Values from the calculation:
* HOMO-LUMO gap: 5.203 eV
* electronic energy: -83973.110 eV
* HOMO energy: -0.0310 Ha
* net charge: -2
* LUMO energy: 4.36 eV
* relative energy (zero: lowest compared OMol25 entry of this formula, charge and spin): 110.8 kcal/mol
* spin multiplicity: 1

Entry 3:
The following is a DFT calculation (ωB97M-V/def2-TZVPD) of a molecular structure, C12H6F10N2O5S3.

```
38
Properties=species:S:1:pos:R:3:forces:R:3:lowdin_charge:R:1
C 0.653741 -3.377575 1.196061 -0.7873 -0.0546 0.0437 -0.077
C 0.163486 -3.008770 -0.240160 -0.0503 0.0797 0.0146 -0.172
C 0.650539 -1.615869 -0.666076 -0.6863 -0.7271 0.0812 -0.103
C -0.027073 -0.385446 -0.256111 0.8203 0.0928 -0.9935 -0.140
S -1.458933 -0.435938 0.835045 -0.5552 -0.3779 3.2621 0.789
O -1.434324 0.594155 1.833719 0.4684 1.0174 -1.2162 -0.266
O -1.612735 -1.695422 1.508501 0.1849 -0.6410 -1.4962 -0.261
C -2.978009 -0.302235 -0.266351 0.0825 -1.0262 -0.5165 -0.425
F -3.311276 -1.593315 -0.529269 0.2196 0.3395 0.2468 0.101
F -2.708245 0.247458 -1.455751 -0.1343 0.3404 0.5144 0.137
C -4.220367 0.331287 0.453039 -1.3370 0.0962 -1.0230 -0.549
F -5.314499 -0.250565 -0.103322 0.4401 0.0695 0.1671 0.149
F -4.338891 1.627449 0.183161 0.5067 -0.2734 0.5808 0.186
F -4.273734 0.073146 1.750694 0.4709 0.2858 -0.2481 0.194
C 0.450031 0.825714 -0.724786 0.1754 -0.0746 0.8693 -0.169
S -0.274443 2.451834 -0.403216 -2.7917 1.2734 -3.1438 0.791
O -0.139049 3.181974 -1.632980 1.4821 -0.0850 0.2320 -0.256
O -1.672880 2.405355 -0.081832 0.5700 -0.8425 1.6396 -0.268
C 0.718809 3.436418 0.845804 1.2875 0.4126 0.0082 -0.444
F -0.042167 4.313862 1.498594 -0.4166 -0.9196 0.0136 0.165
F 1.580501 4.181886 0.119537 -0.1292 -0.5661 -0.0094 0.117
C 1.606798 2.611204 1.824835 0.8224 1.1543 1.3329 -0.549
F 2.555356 1.913324 1.184662 -0.7846 -0.2186 -0.0967 0.171
F 2.275544 3.517729 2.580037 -0.3283 -0.2078 -0.2995 0.157
F 0.922447 1.852043 2.667931 0.0350 -0.1767 -0.6956 0.190
C 1.621675 0.829278 -1.549271 1.4523 -0.4179 -0.9656 -0.305
N 2.246615 1.882984 -2.057087 0.1723 1.0896 -0.0155 -0.232
S 3.538446 1.441466 -2.891999 -0.9993 -1.1618 0.8270 1.097
N 3.422711 -0.183302 -2.674769 0.5676 0.5814 -0.4944 -0.184
C 2.354623 -0.379045 -1.946505 -2.3355 0.0459 1.4536 -0.284
C 1.767421 -1.601496 -1.461509 0.7202 0.0987 -0.3775 -0.189
O 2.387191 -2.783693 -1.817483 0.0283 0.5602 0.5743 0.055
H 1.331455 -4.242673 1.203162 -0.0160 0.4220 -0.1196 0.075
H -0.222190 -3.646343 1.805564 0.4182 0.0699 -0.1554 0.069
H 1.112264 -2.507788 1.689183 0.0238 -0.3912 -0.1158 0.080
H -0.931142 -3.027973 -0.342424 0.3864 -0.0723 0.3740 0.102
H 0.536303 -3.765838 -0.943645 -0.0421 0.5404 0.1135 0.111
H 3.064001 -2.915279 -1.134985 0.0586 -0.3351 -0.3665 0.136
```
Forces are in eV/Å.

Values from the calculation:
* HOMO-LUMO gap: 7.873 eV
* electronic energy: -85435.559 eV
* HOMO energy: -0.3752 Ha
* net charge: 0
* LUMO energy: -2.34 eV
* relative energy (zero: lowest compared OMol25 entry of this formula, charge and spin): 0.0 kcal/mol
* spin multiplicity: 1

Entry 4:
The following is a DFT calculation (ωB97M-V/def2-TZVPD) of a molecular structure, C12H7BrF3LiNS.

```
26
Properties=species:S:1:pos:R:3:forces:R:3:lowdin_charge:R:1
Li 0.290779 -0.018235 0.251897 -0.2417 -0.3579 -0.3758 0.485
F 5.753085 -0.920545 -0.343028 -0.0509 0.2728 0.0074 0.097
C 4.665691 -1.421169 -0.999031 0.7398 -0.5602 0.0541 -0.594
F 5.186303 -1.902213 -2.167694 -0.1712 0.0850 -0.1589 0.101
F 4.301804 -2.488549 -0.300818 -0.1689 0.0675 0.0674 0.101
C 3.646484 -0.362371 -1.244820 -0.2127 0.2966 0.0781 -0.141
C 4.142932 0.845490 -1.694359 -0.2174 -0.0094 0.0254 -0.024
C 3.271578 1.894202 -1.955770 0.0255 0.0129 -0.0001 -0.076
C 1.928882 1.679298 -1.694473 0.2977 0.5623 -0.2512 -0.173
N 1.432104 0.540856 -1.273365 -0.1674 -0.0283 0.1644 -0.066
C 2.240776 -0.524800 -1.060241 0.8173 0.0161 -0.4067 -0.819
S 1.493323 -1.959194 -0.613492 -0.7360 -0.8638 0.3857 0.542
H 5.210325 0.967262 -1.826298 0.0136 0.0067 -0.0396 0.120
H 3.625465 2.847148 -2.313633 0.0134 0.0968 -0.0190 0.088
H 1.202880 2.472023 -1.830980 0.0132 0.1472 -0.0171 0.106
Br 2.352647 2.618100 5.906956 -0.1520 -0.1204 -0.3217 0.605
C 1.502306 1.954209 4.296790 0.1961 0.1590 0.3672 -0.696
C 1.570844 2.690111 3.135431 0.1177 0.2982 0.0097 -0.176
C 0.950149 2.192023 1.996596 -0.1890 0.0044 -0.0233 -0.196
C 0.243662 0.981804 1.949268 0.0496 0.0211 0.0924 -0.217
C 0.221302 0.296028 3.171785 -0.1518 0.0987 -0.0543 -0.191
C 0.829727 0.753863 4.333076 -0.0783 -0.1895 0.2784 -0.177
H 2.095678 3.635069 3.114935 0.0633 0.0748 0.0270 0.084
H 1.009523 2.802311 1.098811 0.1239 0.0674 -0.0500 0.062
H -0.315878 -0.644888 3.235172 0.0436 -0.1459 0.0724 0.069
H 0.778486 0.179805 5.248178 0.0224 -0.0124 0.0882 0.084
```
Forces are in eV/Å.

Values from the calculation:
* HOMO-LUMO gap: 7.429 eV
* electronic energy: -103285.539 eV
* HOMO energy: -0.1674 Ha
* net charge: -1
* LUMO energy: 2.87 eV
* relative energy (zero: lowest compared OMol25 entry of this formula, charge and spin): 10.4 kcal/mol
* spin multiplicity: 1